No. 1
Formula: C3H13N3O
Source: the Open Molecules 2025 dataset
Level of theory: wB97M-V/def2-TZVPD

ORCA input file:
```
! RIJCOSX wB97M-V def2-TZVPD def2/J DEFGRID3
* xyz -1 2
C -0.499 1.081 0.806
N 0.215 -0.141 0.309
C 1.013 -0.809 1.316
N 1.941 -1.887 0.864
C -1.569 1.760 -0.211
N -0.799 2.147 -1.470
H 0.127 1.981 1.107
H -1.032 0.804 1.653
H 0.909 0.338 -0.280
H 0.253 -1.163 2.051
H 1.691 -0.046 1.747
H 1.310 -2.490 0.335
H 2.695 -1.449 0.328
H -2.313 1.048 -0.623
H -2.042 2.725 0.219
H -1.502 2.176 -2.313
H -0.529 3.133 -1.328
H 0.100 -1.143 -1.033
H -0.599 -2.218 -2.079
O -0.280 -2.090 -1.147
*
```

Gap between HOMO and LUMO (spin up / spin down) ... 2.800 / 9.228 eV
Strongest force on any atom ... 3.30 eV/Å
LUMO (spin up / spin down) ... 4.0 / 3.8 eV
DFT total energy ... -361.4972 Eh
E_HOMO (spin up / spin down) ... 1.2 / -5.4 eV

No. 2
Formula: C5H13N2OS
Source: the Open Molecules 2025 dataset
Level of theory: wB97M-V/def2-TZVPD

ORCA input file:
```
! RIJCOSX wB97M-V def2-TZVPD def2/J DEFGRID3
* xyz 1 1
C 0.606 0.602 0.189
C -1.201 -0.177 -1.353
C -0.814 -1.301 0.881
C 0.813 -1.603 -0.989
C -0.147 -0.612 -0.322
N -0.022 1.629 0.746
N 1.914 0.650 0.103
O -1.378 1.616 0.955
S 0.799 3.049 1.345
H -1.583 -1.061 -1.855
H -0.764 0.475 -2.106
H -2.043 0.322 -0.886
H -1.352 -2.175 0.528
H -1.521 -0.646 1.379
H -0.067 -1.627 1.600
H 0.238 -2.455 -1.339
H 1.304 -1.167 -1.857
H 1.552 -1.989 -0.290
H 2.421 -0.114 -0.318
H 2.432 1.443 0.462
H -1.795 2.358 0.480
H 0.606 2.783 2.645
*
```

Gap between HOMO and LUMO ... 11.097 eV
Strongest force on any atom ... 1.58 eV/Å
LUMO ... -3.3 eV
DFT total energy ... -780.9596 Eh
SMILES ... CC(C)(C)C(=[NH2+])N(O)S
E_HOMO ... -14.4 eV

No. 3
Formula: C44H41N6O
Source: the Open Molecules 2025 dataset
Level of theory: wB97M-V/def2-TZVPD

ORCA input file:
```
! RIJCOSX wB97M-V def2-TZVPD def2/J DEFGRID3
* xyz 1 1
C 2.029 6.187 -0.453
N 1.795 4.783 -0.713
C 2.842 3.919 -0.884
O 4.033 4.224 -0.835
C 2.233 2.547 -1.167
C 2.869 1.393 -0.380
C 4.284 1.176 -0.771
C 4.797 0.794 -2.000
N 6.176 0.860 -1.948
C 6.577 1.268 -0.678
C 7.826 1.634 -0.194
C 7.895 2.170 1.098
C 6.738 2.350 1.876
C 5.480 2.006 1.374
C 5.399 1.467 0.093
N 0.830 2.743 -0.840
C -0.012 1.692 -0.851
C -1.355 1.768 -0.510
C -2.244 0.710 -0.493
C -3.623 0.914 -0.201
C -4.532 -0.167 -0.277
C -5.897 0.016 -0.119
C -6.404 1.291 0.176
C -5.527 2.375 0.294
C -4.161 2.200 0.126
C 0.498 4.141 -0.501
C 0.072 4.300 0.966
C -0.559 4.776 -1.415
H 3.090 6.403 -0.606
H 1.430 6.805 -1.131
H 1.754 6.450 0.576
H 2.333 2.353 -2.254
H 2.816 1.629 0.697
H 2.283 0.476 -0.553
H 4.250 0.504 -2.890
H 6.793 0.644 -2.724
H 8.705 1.497 -0.819
H 8.856 2.462 1.516
H 6.811 2.768 2.881
H 4.558 2.153 1.934
H 0.407 0.739 -1.191
H -1.728 2.757 -0.245
H -1.906 -0.386 -0.688
H -4.106 -1.151 -0.496
H -6.571 -0.830 -0.234
H -7.475 1.445 0.309
H -5.901 3.375 0.509
H -3.499 3.061 0.224
H 0.866 3.936 1.633
H -0.118 5.360 1.176
H -0.839 3.736 1.180
H -0.149 4.908 -2.423
H -1.453 4.156 -1.491
H -0.848 5.753 -1.008
C -3.999 -3.455 -4.932
C -3.789 -2.159 -4.425
C -3.211 -1.975 -3.163
C -2.873 -3.111 -2.424
N -2.322 -3.030 -1.139
C -1.967 -2.008 -0.350
N -1.450 -2.614 0.768
C -1.117 -1.991 2.000
C -0.726 -0.660 1.963
C -0.670 0.074 3.153
C -0.873 -0.576 4.376
C -1.157 -1.944 4.416
C -1.320 -2.652 3.214
C -1.460 -4.003 0.551
C -0.761 -5.030 1.303
C -1.329 -6.314 1.215
C -0.678 -7.401 1.783
C 0.550 -7.213 2.439
C 1.135 -5.939 2.507
C 0.491 -4.844 1.935
N -2.076 -4.257 -0.572
C -3.080 -4.399 -2.907
C -3.638 -4.583 -4.174
H -4.441 -3.588 -5.922
H -4.068 -1.287 -5.018
H -3.042 -0.988 -2.732
H -0.518 -0.187 1.003
H -0.459 1.141 3.117
H -0.796 -0.020 5.310
H -1.263 -2.467 5.368
H -1.601 -3.709 3.236
H -2.279 -6.410 0.688
H -1.135 -8.388 1.708
H 1.061 -8.065 2.889
H 2.097 -5.797 3.006
H 0.937 -3.848 1.955
H -2.810 -5.241 -2.269
H -3.783 -5.602 -4.535
*
```

Gap between HOMO and LUMO ... 5.520 eV
Strongest force on any atom ... 2.31 eV/Å
LUMO ... -4.1 eV
DFT total energy ... -2104.7863 Eh
E_HOMO ... -9.6 eV

No. 4
Formula: C16H9Cl3O7Ti
Source: the Open Molecules 2025 dataset
Level of theory: wB97M-V/def2-TZVPD

ORCA input file:
```
! RIJCOSX wB97M-V def2-TZVPD def2/J DEFGRID3
* xyz 0 1
Ti -0.142 0.136 0.332
Cl -4.055 -0.323 6.486
C -3.212 -0.507 4.983
C -2.545 0.582 4.443
C -1.888 0.389 3.248
Cl -1.008 1.661 2.453
C -1.866 -0.828 2.568
O -1.213 -0.917 1.417
C -2.549 -1.896 3.146
Cl -2.553 -3.421 2.344
C -3.219 -1.738 4.348
H -2.541 1.540 4.940
H -3.744 -2.575 4.783
C 3.244 -1.497 -0.541
C 2.233 -0.411 -0.346
O 1.591 -0.437 0.862
C 0.694 -0.054 -2.430
C 1.460 0.003 -3.569
C 0.889 0.603 -4.689
C -0.408 1.092 -4.645
C -1.174 1.015 -3.485
C -0.605 0.441 -2.365
O -1.210 0.310 -1.159
H 4.057 -1.355 0.171
H 3.656 -1.467 -1.547
H 2.763 -2.456 -0.355
H 2.468 -0.388 -3.587
H 1.466 0.686 -5.600
H -0.832 1.551 -5.528
H -2.182 1.404 -3.438
O 3.790 1.185 -1.232
C 2.756 1.008 -0.659
O 1.036 -0.667 -1.222
C 1.880 2.189 -0.155
O 2.351 3.276 -0.005
O 0.612 1.867 0.035
*
```

Gap between HOMO and LUMO ... 8.283 eV
Strongest force on any atom ... 0.26 eV/Å
LUMO ... -0.8 eV
DFT total energy ... -3371.9983 Eh
E_HOMO ... -9.1 eV

No. 5
Formula: C31H45O3Sm
Source: the Open Molecules 2025 dataset
Level of theory: wB97M-V/def2-TZVPD

ORCA input file:
```
! RIJCOSX wB97M-V def2-TZVPD def2/J DEFGRID3
* xyz 0 6
O -1.976 0.846 -2.543
C -0.422 0.906 -2.588
C -0.388 2.124 -3.543
H 0.223 -0.018 -2.938
H 0.051 1.350 -1.520
C -1.955 2.175 -3.205
H -0.473 2.026 -4.680
H 0.399 2.912 -3.463
C -2.995 1.822 -4.389
H -2.713 0.824 -4.841
H -2.896 2.562 -5.237
H -4.030 1.602 -3.968
C -2.085 3.469 -2.299
H -1.133 3.884 -1.922
H -2.676 3.377 -1.399
H -2.445 4.420 -2.819
Sm 0.764 0.476 0.266
C 1.090 2.569 1.511
C 2.370 1.926 1.422
C 2.788 1.954 0.057
H 2.902 1.497 2.275
C 1.791 2.656 -0.684
C 0.712 2.996 0.203
H -0.250 3.458 -0.022
H 0.469 2.758 2.396
H 3.673 1.467 -0.381
H 1.793 2.853 -1.758
C -1.811 0.113 1.895
C -2.032 1.432 1.374
C -2.629 1.298 0.090
H -2.029 2.361 1.946
C -2.528 -0.079 -0.268
C -2.045 -0.829 0.854
H -2.172 -1.918 0.951
H -1.854 -0.072 2.978
H -3.309 2.064 -0.366
H -2.944 -0.515 -1.165
O 0.774 -1.031 -4.511
C 0.125 -0.155 -5.499
C 0.309 -0.552 -6.948
H 0.601 0.811 -5.433
H -0.943 -0.132 -5.345
C 1.281 -1.703 -6.870
H 0.754 0.306 -7.462
H -0.673 -0.871 -7.320
C 1.330 -2.139 -5.350
H 2.289 -1.354 -7.184
H 0.853 -2.525 -7.488
H 2.345 -2.494 -5.060
H 0.656 -3.002 -5.278
C -0.907 1.050 5.678
C 0.309 0.885 4.746
C 1.489 1.745 5.251
C 0.709 -0.579 4.615
C 1.003 -1.333 5.751
C 1.280 -2.682 5.676
C 1.219 -3.338 4.448
C 0.919 -2.651 3.277
C 0.766 -3.375 1.942
C 2.010 -4.185 1.609
C -0.470 -4.262 1.961
C 0.828 -1.226 3.334
O 0.917 -0.544 2.190
H -0.655 0.758 6.709
H -1.752 0.423 5.362
H -1.266 2.090 5.713
H 0.029 1.161 3.721
H 1.789 1.402 6.253
H 2.363 1.658 4.593
H 1.238 2.815 5.340
H 1.017 -0.874 6.739
H 1.541 -3.235 6.577
H 1.423 -4.393 4.420
H 0.643 -2.614 1.156
H 2.189 -4.979 2.352
H 1.898 -4.651 0.623
H 2.879 -3.516 1.581
H -1.357 -3.665 2.217
H -0.640 -4.733 0.984
H -0.345 -5.057 2.715
*
```

Gap between HOMO and LUMO (spin up / spin down) ... 5.876 / 6.012 eV
Strongest force on any atom ... 5.69 eV/Å
LUMO (spin up / spin down) ... -0.5 / -0.5 eV
DFT total energy ... -2091.6587 Eh
E_HOMO (spin up / spin down) ... -6.4 / -6.5 eV

No. 6
Formula: C11H8AlNO5
Source: the Open Molecules 2025 dataset
Level of theory: wB97M-V/def2-TZVPD

ORCA input file:
```
! RIJCOSX wB97M-V def2-TZVPD def2/J DEFGRID3
* xyz 2 1
O -1.651 -2.921 -2.026
C -1.038 -2.004 -1.707
Al 0.237 -0.216 -1.477
O 2.680 -1.947 -0.131
C 1.812 -1.324 -0.544
C 1.431 1.491 -1.890
O 1.904 2.377 -2.426
C -0.716 0.626 -3.163
O -0.640 1.815 -3.436
C 0.729 -0.548 -3.472
O 1.031 -0.573 -4.598
H -1.573 -0.048 -3.445
N -1.040 0.797 -0.129
C -0.616 0.500 1.243
C -1.354 -0.399 1.996
C -0.804 -0.864 3.205
C 0.399 -0.325 3.671
C 1.107 0.607 2.914
C 0.588 1.038 1.680
H -2.037 0.601 -0.266
H -0.940 1.798 -0.309
H -2.312 -0.819 1.652
H -1.270 -1.669 3.762
H 0.828 -0.683 4.607
H 2.080 0.966 3.243
H 1.164 1.724 1.046
*
```

Gap between HOMO and LUMO (spin up / spin down) ... 6.768 / 6.767 eV
Strongest force on any atom ... 4.60 eV/Å
LUMO (spin up / spin down) ... -9.4 / -9.4 eV
DFT total energy ... -1096.6481 Eh
E_HOMO (spin up / spin down) ... -16.2 / -16.2 eV

- Which of these has the highest strongest force on any atom?
  C31H45O3Sm

- Look up the strongest force on any atom of the fourth one.
  0.26 eV/Å

Repeat the fourth record exactly.
Formula: C16H9Cl3O7Ti
Source: the Open Molecules 2025 dataset
Level of theory: wB97M-V/def2-TZVPD

ORCA input file:
```
! RIJCOSX wB97M-V def2-TZVPD def2/J DEFGRID3
* xyz 0 1
Ti -0.142 0.136 0.332
Cl -4.055 -0.323 6.486
C -3.212 -0.507 4.983
C -2.545 0.582 4.443
C -1.888 0.389 3.248
Cl -1.008 1.661 2.453
C -1.866 -0.828 2.568
O -1.213 -0.917 1.417
C -2.549 -1.896 3.146
Cl -2.553 -3.421 2.344
C -3.219 -1.738 4.348
H -2.541 1.540 4.940
H -3.744 -2.575 4.783
C 3.244 -1.497 -0.541
C 2.233 -0.411 -0.346
O 1.591 -0.437 0.862
C 0.694 -0.054 -2.430
C 1.460 0.003 -3.569
C 0.889 0.603 -4.689
C -0.408 1.092 -4.645
C -1.174 1.015 -3.485
C -0.605 0.441 -2.365
O -1.210 0.310 -1.159
H 4.057 -1.355 0.171
H 3.656 -1.467 -1.547
H 2.763 -2.456 -0.355
H 2.468 -0.388 -3.587
H 1.466 0.686 -5.600
H -0.832 1.551 -5.528
H -2.182 1.404 -3.438
O 3.790 1.185 -1.232
C 2.756 1.008 -0.659
O 1.036 -0.667 -1.222
C 1.880 2.189 -0.155
O 2.351 3.276 -0.005
O 0.612 1.867 0.035
*
```

Gap between HOMO and LUMO ... 8.283 eV
Strongest force on any atom ... 0.26 eV/Å
LUMO ... -0.8 eV
DFT total energy ... -3371.9983 Eh
E_HOMO ... -9.1 eV